(1)
C21H26N4O3S in the gas phase in a non-equilibrium geometry, computed with ωB97M-V/def2-TZVPD.

Summary:
net charge: 0
E_HOMO: -8.45 eV
ΔE to the lowest compared entry with this formula, charge and spin: 295.9 kJ/mol
SMILES string: CCOc1ccccc1[C@H](C(=O)NC1CCCC1)N(C(=O)c1csnn1)C1CC1
max |F|: 1.72 eV Å⁻¹

```
55
Properties=species:S:1:pos:R:3:forces:R:3
C 4.832 0.549 0.943 -0.22 -0.06 -0.28
C 4.458 0.638 -0.532 0.39 0.22 0.23
O 3.193 0.065 -0.809 -0.22 -0.41 -0.17
C 2.999 -1.273 -0.628 -0.17 -0.26 -0.02
C 4.008 -2.226 -0.638 0.12 0.27 -0.04
C 3.695 -3.573 -0.560 -0.06 -0.03 0.00
C 2.376 -3.977 -0.495 0.00 -0.15 -0.02
C 1.365 -3.030 -0.470 0.09 0.08 -0.07
C 1.659 -1.679 -0.496 0.12 0.25 0.00
C 0.638 -0.574 -0.478 0.33 0.32 -0.21
N -0.735 -0.943 -0.142 0.34 -0.02 -0.14
C -1.697 -0.221 -0.754 0.18 0.06 -0.22
O -1.447 0.680 -1.552 -0.26 0.05 -0.06
C -3.116 -0.526 -0.455 -1.02 1.23 -0.40
C -4.127 0.377 -0.726 -0.11 -0.31 0.16
S -5.610 -0.329 -0.307 0.93 0.51 -0.26
N -4.844 -1.727 0.171 -1.42 -0.87 0.44
N -3.601 -1.681 0.043 0.89 -0.71 0.05
H -4.035 1.362 -1.134 0.14 0.23 -0.13
C -1.046 -1.847 0.927 -0.22 -0.46 0.54
C -0.153 -1.996 2.117 0.14 0.04 0.03
C -1.466 -1.294 2.263 -0.08 -0.08 0.02
H -2.278 -1.779 2.782 -0.08 -0.11 -0.02
H -1.441 -0.221 2.389 0.08 0.13 -0.07
H 0.744 -1.401 2.172 0.01 0.09 -0.03
H -0.046 -2.988 2.528 -0.09 -0.13 -0.07
H -1.576 -2.730 0.588 0.15 0.08 0.19
H 0.591 -0.158 -1.494 0.02 -0.07 0.27
C 1.063 0.589 0.461 -0.28 -0.14 -0.38
O 1.610 0.427 1.534 0.17 -0.08 0.38
N 0.693 1.783 -0.019 -0.13 0.39 -0.20
H 0.144 1.818 -0.868 0.06 -0.25 0.06
C 0.884 3.026 0.694 0.10 -0.11 0.32
C 1.695 4.022 -0.163 0.06 0.11 0.04
H 2.584 4.366 0.363 0.09 -0.02 -0.03
H 2.020 3.521 -1.075 0.07 -0.01 0.01
C 0.747 5.185 -0.486 -0.02 0.03 -0.11
H 0.894 5.566 -1.496 0.04 0.10 0.00
H 0.909 6.006 0.213 -0.01 0.07 -0.01
C -0.651 4.609 -0.277 0.02 0.14 0.16
H -0.947 4.007 -1.139 -0.07 -0.03 -0.09
H -1.403 5.382 -0.122 -0.08 -0.01 -0.08
C -0.466 3.714 0.944 -0.02 -0.03 -0.06
H -0.409 4.323 1.848 -0.01 0.06 0.05
H -1.268 2.987 1.066 0.00 -0.04 0.12
H 1.394 2.766 1.625 -0.09 0.05 -0.15
H 0.340 -3.358 -0.439 -0.13 -0.01 0.05
H 2.129 -5.027 -0.464 -0.02 -0.10 0.01
H 4.490 -4.303 -0.568 0.06 -0.06 0.00
H 5.042 -1.931 -0.726 0.09 0.08 0.00
H 4.337 1.685 -0.825 0.08 -0.14 -0.02
H 5.235 0.191 -1.167 -0.12 0.08 0.00
H 5.061 -0.476 1.226 0.05 -0.05 0.08
H 3.993 0.885 1.546 -0.02 0.04 0.07
H 5.698 1.174 1.142 0.13 0.04 0.01
```
Forces are in eV/Å.

Here are the Löwdin charges for atoms 1 to 8, given in e: -0.053 -0.222 -0.063 -0.211 -0.014 -0.081 -0.083 -0.023

=====

(2)
2 unconnected molecules or ions with the total composition C5H9N2P in a non-equilibrium geometry, computed with ωB97M-V/def2-TZVPD.

Summary:
net charge: 0
E_HOMO: -8.97 eV
ΔE to the lowest compared entry with this formula, charge and spin: 264.4 kJ/mol
max |F|: 5.37 eV Å⁻¹

```
17
Properties=species:S:1:pos:R:3:forces:R:3
C 1.157 0.911 0.139 -1.72 -0.40 -2.14
C 0.652 -0.400 0.154 -5.23 -0.80 0.90
C 0.216 2.100 -0.001 1.68 0.74 2.79
C -2.148 -1.505 -0.478 1.32 -1.32 -2.82
C -1.450 -0.677 0.508 3.68 2.71 -1.76
N 2.442 0.939 -0.015 1.80 0.72 -0.06
N 2.912 -0.304 -0.055 3.19 -1.61 0.08
P 1.802 -1.596 0.060 0.62 0.26 -0.03
H 0.773 3.073 0.000 -0.27 -0.91 0.00
H -0.203 1.988 1.044 -0.73 0.96 -1.35
H -0.489 2.153 -0.827 -0.06 -0.69 0.20
H -1.925 -2.540 -0.227 -0.07 -0.25 -0.01
H -1.631 -1.379 -1.476 -0.79 -0.02 0.80
H -3.217 -1.505 -0.695 -0.08 0.82 0.61
H -1.323 -1.177 1.388 0.16 -0.67 2.66
H -1.556 0.412 0.559 -0.64 -0.65 0.13
H 3.988 -0.492 -0.079 -2.86 1.11 0.02
```
Forces are in eV/Å.

Here are the Löwdin charges for atoms 1 to 8, given in e: -0.497 -0.379 -0.059 -0.171 -0.084 -0.013 -0.363 0.893

=====

(3)
2 unconnected molecules or ions with the total composition C5H5NO2 in a non-equilibrium geometry, computed with ωB97M-V/def2-TZVPD.

Summary:
net charge: 0
E_HOMO: -8.82 eV
ΔE to the lowest compared entry with this formula, charge and spin: 613.3 kJ/mol
max |F|: 9.79 eV Å⁻¹

```
13
Properties=species:S:1:pos:R:3:forces:R:3
C 1.627 -0.113 -0.037 -0.43 -1.07 -0.43
C 0.167 1.710 -0.129 -9.51 0.94 -2.13
C -1.048 0.967 -0.144 0.44 6.97 -1.39
C -1.057 -0.407 0.081 4.34 -3.01 -0.01
C 0.384 -0.949 0.390 0.74 -0.59 -0.26
H 0.066 2.770 -0.509 0.59 -1.07 1.05
H -1.969 1.770 -0.391 2.22 -2.96 0.89
H -1.795 -0.863 0.638 -1.58 -0.62 1.08
H -0.880 -2.582 0.009 1.69 3.09 -3.95
H 0.816 -1.457 1.383 -1.80 0.32 -2.34
N -0.371 -1.596 -0.878 -1.51 -1.50 6.71
O 2.770 -0.453 -0.243 -2.31 0.41 0.70
O 1.291 1.204 -0.172 7.14 -0.92 0.09
```
Forces are in eV/Å.

Here are the Löwdin charges for atoms 1 to 8, given in e: -0.378 -0.186 -0.079 -0.277 -0.192 0.144 0.160 0.081